# 1
The following is a DFT calculation (ωB97M-V/def2-TZVPD) of a 2-piece molecular cluster, C13H20NO overall in a non-equilibrium geometry.

Geometry as XYZ:
```
35
C13H20NO ωB97M-V/def2-TZVPD
C 0.897 -3.003 0.987
C 0.276 -2.041 1.407
C -4.291 -1.822 -3.879
C -3.537 -0.953 -3.183
C -2.154 -1.080 -2.633
C -1.592 -0.043 -1.964
C -0.144 -0.031 -1.558
C 0.623 1.002 -1.151
C -0.995 -1.118 3.422
C 2.099 0.807 -0.915
C 2.391 1.988 0.035
C 1.904 1.979 1.492
C -0.494 -1.064 2.029
N 2.168 0.881 2.454
O -0.663 0.038 1.395
H 1.448 -3.654 0.373
H -5.332 -1.679 -4.179
H -4.007 -2.799 -4.140
H -4.189 -0.114 -2.934
H -1.542 -1.845 -2.816
H -2.202 0.812 -1.867
H 0.274 -1.046 -1.865
H 0.131 1.873 -1.045
H -1.174 -0.065 3.836
H -1.944 -1.577 3.484
H -0.487 -1.784 4.178
H 2.361 -0.155 -0.415
H 2.437 0.925 -1.889
H 3.526 2.187 0.044
H 1.867 2.981 -0.278
H 2.225 2.877 1.908
H 0.787 2.119 1.255
H 1.359 0.729 3.044
H 2.939 1.127 3.047
H -0.440 0.187 0.405
```

The value obtained for the energy above the lowest of the compared OMol25 structures with the same formula, charge and spin is 7.301 eV. The value obtained for the orbital gap is 5.70 eV. Its charge is +1.

# 2
The following is a DFT calculation (ωB97M-V/def2-TZVPD) of a 2-piece molecular cluster, C6H12S4 overall in a non-equilibrium geometry.

Geometry as XYZ:
```
22
C6H12S4 ωB97M-V/def2-TZVPD
S -10.116 -6.662 -0.671
S -9.223 -8.489 -2.859
C -8.745 -7.408 -1.559
C -11.362 -7.984 -1.265
C -11.028 -8.256 -2.691
H -8.095 -7.949 -0.845
H -8.118 -6.665 -2.089
H -12.428 -7.706 -1.163
H -11.173 -8.845 -0.595
H -11.285 -7.426 -3.377
H -11.489 -9.179 -3.092
S -9.313 -10.653 1.387
S -10.017 -13.437 2.518
C -9.966 -11.661 2.801
C -9.519 -12.005 0.224
C -10.452 -13.101 0.810
H -11.021 -11.399 3.015
H -9.373 -11.432 3.708
H -8.511 -12.352 -0.072
H -10.000 -11.565 -0.672
H -10.218 -13.978 0.176
H -11.536 -12.898 0.719
```

The value obtained for the energy above the lowest of the compared OMol25 structures with the same formula, charge and spin is 0.712 eV. As for the SMILES: C1CSCS1.C1CSCS1. The value obtained for the orbital gap is 9.10 eV.

# 3
The following is a DFT calculation (ωB97M-V/def2-TZVPD) of C46H30I4N4RuTe as an isolated structure.

Geometry as XYZ:
```
86
C46H30I4N4RuTe ωB97M-V/def2-TZVPD
Ru -0.130 -0.506 -0.865
I -7.048 -4.283 4.997
C -5.586 -3.446 3.778
C -5.424 -3.908 2.480
C -4.449 -3.341 1.671
C -3.631 -2.321 2.147
C -3.803 -1.875 3.454
C -4.779 -2.428 4.269
C -2.598 -1.718 1.264
C -1.205 -1.970 1.610
C -0.787 -2.677 2.732
C 0.596 -2.752 2.668
C 0.989 -2.123 1.477
C 2.311 -2.055 0.996
C 3.356 -2.799 1.746
C 4.408 -2.120 2.357
C 5.387 -2.809 3.057
C 5.321 -4.193 3.139
I 6.791 -5.236 4.177
C 4.282 -4.887 2.534
C 3.302 -4.187 1.847
C 2.710 -1.341 -0.140
N 1.919 -0.526 -0.901
C 2.730 -0.007 -1.911
C 2.345 0.858 -2.892
C 3.366 1.381 -3.829
C 4.455 2.106 -3.353
C 5.428 2.582 -4.221
C 5.315 2.325 -5.579
I 6.774 3.019 -6.887
C 4.231 1.608 -6.073
C 3.261 1.148 -5.199
C 0.971 1.306 -3.086
C 0.578 2.292 -3.988
C -0.806 2.353 -3.936
C -1.225 1.410 -2.984
N -0.114 0.778 -2.443
C -2.564 1.158 -2.638
C -2.978 0.332 -1.590
C -4.357 0.106 -1.238
C -4.372 -0.685 -0.147
C -2.999 -0.981 0.193
N -2.166 -0.344 -0.725
C -3.616 1.848 -3.437
C -3.889 1.430 -4.736
C -4.869 2.060 -5.489
C -5.573 3.123 -4.941
I -7.040 4.077 -6.067
C -5.307 3.556 -3.649
C -4.331 2.913 -2.901
C 4.055 -0.561 -1.767
C 4.041 -1.373 -0.691
N -0.134 -1.615 0.836
H -6.050 -4.702 2.099
H -4.323 -3.701 0.657
H -3.176 -1.079 3.838
H -4.912 -2.063 5.278
H -1.425 -3.087 3.497
H 1.259 -3.207 3.385
H 4.454 -1.039 2.299
H 6.192 -2.270 3.536
H 4.234 -5.965 2.598
H 2.491 -4.727 1.375
H 4.537 2.314 -2.293
H 6.264 3.150 -3.839
H 4.145 1.409 -7.132
H 2.416 0.591 -5.586
H 1.238 2.885 -4.598
H -1.456 3.002 -4.499
H -5.199 0.524 -1.764
H -5.231 -1.031 0.405
H -3.332 0.604 -5.161
H -5.079 1.726 -6.496
H -5.855 4.387 -3.227
H -4.119 3.249 -1.893
H 4.880 -0.366 -2.432
H 4.854 -1.966 -0.305
C -0.550 -4.197 -1.128
Te -0.609 -2.766 -2.695
C 1.371 -3.116 -3.381
H 0.304 -3.988 -0.490
H -0.491 -5.191 -1.563
H -1.470 -4.089 -0.558
H 1.408 -2.868 -4.437
H 1.587 -4.172 -3.241
H 2.071 -2.504 -2.818
```

As for the expectation value of S²: 8.858. The multiplicity is 6. The value obtained for the orbital gap (spin up / spin down) is 4.79 / 4.79 eV. Its charge is +1.

# 4
The following is a DFT calculation (ωB97M-V/def2-TZVPD) of one molecule with the formula CH3Cl2P in a non-equilibrium geometry.

Geometry as XYZ:
```
7
CH3Cl2P ωB97M-V/def2-TZVPD
C 0.158 -0.027 -1.427
P -0.493 -0.131 0.202
Cl -0.814 -1.096 -2.490
Cl -2.056 0.951 0.952
H -0.836 -1.390 0.857
H 0.130 0.987 -1.818
H 0.518 0.355 1.011
```

The value obtained for the energy above the lowest of the compared OMol25 structures with the same formula, charge and spin is 3.074 eV. As for the SMILES: ClC=[PH2]Cl. The value obtained for the orbital gap is 8.84 eV.

# 5
The following is a DFT calculation (ωB97M-V/def2-TZVPD) of C33H55F8I3N2O9P as an isolated structure in a non-equilibrium geometry.

Geometry as XYZ:
```
111
C33H55F8I3N2O9P ωB97M-V/def2-TZVPD
C 5.030 1.968 3.564
C 3.599 2.352 4.008
O 2.678 1.669 3.140
C 1.941 2.554 2.336
C 0.759 2.007 1.509
C 0.025 0.679 1.969
C 0.089 0.535 3.498
I -0.360 2.322 4.693
C 0.372 -0.498 4.306
C 0.668 -1.871 3.743
I 0.467 -0.436 6.467
C -1.569 0.667 1.673
I -2.673 2.589 1.936
C -2.466 -0.235 2.564
C -3.833 -0.691 1.998
C -3.736 -1.817 0.913
C -3.494 -3.159 1.671
O -4.616 -4.052 1.537
C -4.122 -5.339 1.375
C -3.225 -5.997 2.428
O -4.375 -5.939 0.420
C -1.543 0.711 0.119
P -3.024 1.393 -0.800
N -3.115 0.658 -2.204
N -0.395 0.314 -0.302
C -0.023 0.478 -1.713
C -0.435 -0.637 -2.674
F -0.495 1.676 -2.228
C 0.421 -0.336 0.828
C -0.221 -1.803 0.655
C 0.729 -3.006 0.432
C -0.192 -4.239 0.108
F 1.497 -3.422 1.505
C 1.935 -0.580 0.635
O 2.548 -0.657 1.623
C 2.844 -0.675 -0.613
F 2.336 -1.173 -1.759
F 3.233 0.602 -0.896
C 4.186 -1.451 -0.356
F 5.062 -0.709 0.315
F 3.962 -2.618 0.243
C 4.904 -1.827 -1.710
F 4.371 -2.919 -2.230
F 4.935 -0.804 -2.573
C 6.401 -2.214 -1.382
O 6.667 -3.334 -1.303
O 7.352 -1.245 -1.244
H 5.109 2.125 2.474
H 5.273 0.929 3.820
H 5.752 2.650 4.035
H 3.494 3.446 3.960
H 3.413 1.951 5.015
H 2.657 3.066 1.651
H 1.577 3.391 2.964
H 1.166 1.920 0.484
H 0.049 2.845 1.406
H 0.686 -2.564 4.608
H -0.107 -2.329 3.124
H 1.684 -2.006 3.352
H -2.700 0.348 3.467
H -1.969 -1.134 2.965
H -4.514 0.121 1.710
H -4.341 -1.189 2.842
H -2.941 -1.618 0.181
H -4.683 -1.937 0.369
H -2.617 -3.641 1.208
H -3.259 -3.017 2.740
H -2.453 -6.556 1.877
H -3.754 -6.739 3.040
H -2.694 -5.296 3.089
H -2.872 2.769 -1.108
H -4.270 1.129 -0.193
H -4.013 0.183 -2.289
H 1.054 0.708 -1.723
H -1.391 -1.065 -2.341
H 0.276 -1.472 -2.743
H -0.558 -0.222 -3.680
H -0.949 -2.084 1.424
H -0.839 -1.868 -0.252
H 1.374 -2.956 -0.457
H 0.408 -4.934 -0.498
H -1.055 -3.965 -0.517
H -0.515 -4.742 1.029
H 7.620 -1.282 -0.311
C -5.926 1.475 -4.977
C -6.196 2.735 -4.178
O -5.569 2.656 -2.894
H -6.298 0.598 -4.444
H -6.406 1.523 -5.955
H -4.851 1.333 -5.121
H -7.266 2.864 -4.019
H -5.818 3.615 -4.704
H -4.620 2.552 -3.042
C -5.551 3.972 -9.178
C -6.894 3.809 -8.491
O -6.884 4.425 -7.205
H -4.757 3.532 -8.573
H -5.552 3.494 -10.159
H -5.309 5.030 -9.305
H -7.123 2.753 -8.347
H -7.692 4.256 -9.091
H -6.692 5.361 -7.332
C 9.743 2.584 2.798
C 9.595 2.130 4.238
O 8.296 1.585 4.466
H 8.989 3.334 2.555
H 10.732 3.010 2.622
H 9.597 1.746 2.112
H 9.721 2.971 4.919
H 10.345 1.372 4.484
H 8.188 0.834 3.872
```

The value obtained for the orbital gap is 6.42 eV. Its charge is +1.

# 6
The following is a DFT calculation (ωB97M-V/def2-TZVPD) of C18H18AsBrN3O4PReS4 as an isolated structure in a non-equilibrium geometry.

Geometry as XYZ:
```
51
C18H18AsBrN3O4PReS4 ωB97M-V/def2-TZVPD
Re 0.154 -0.076 -1.182
Br 4.372 -8.927 6.756
C 4.363 -7.753 5.321
C 4.909 -8.154 4.094
C 4.903 -7.277 3.041
C 4.346 -5.984 3.212
C 3.798 -5.582 4.458
C 3.808 -6.464 5.497
N 4.391 -5.189 2.127
N 4.082 -4.026 2.038
C 3.522 -2.995 1.537
C 4.242 -1.723 1.630
C 3.728 -0.601 1.098
C 2.449 -0.679 0.445
O 1.900 0.316 -0.112
C 1.727 -1.928 0.340
N 0.546 -1.815 -0.356
C -0.382 -2.947 -0.310
C 0.242 -4.222 0.187
C 1.453 -4.300 0.749
C 2.215 -3.082 0.887
H 5.332 -9.144 3.993
H 5.320 -7.540 2.078
H 3.394 -4.585 4.582
H 3.410 -6.195 6.465
H 5.204 -1.740 2.124
H 4.236 0.352 1.127
H -0.757 -3.120 -1.321
H -0.382 -5.099 0.079
H 1.848 -5.245 1.097
S -1.478 3.337 -3.939
As 0.269 3.058 -3.052
S 0.690 0.541 -3.130
S -1.389 1.257 -0.198
S 1.920 3.794 -2.246
C -4.132 -1.206 0.447
O -3.572 -0.736 -0.807
P -2.236 -0.212 -1.380
O -1.512 -2.592 0.459
C -1.261 -2.422 1.858
O -2.601 0.170 -2.845
C -3.932 0.263 -3.459
H -5.185 -1.358 0.233
H -4.004 -0.435 1.203
H -3.652 -2.139 0.712
H -1.042 -3.376 2.339
H -2.169 -2.012 2.291
H -0.443 -1.717 2.035
H -3.906 1.148 -4.085
H -4.695 0.348 -2.693
H -4.068 -0.632 -4.057
```

The value obtained for the energy above the lowest of the compared OMol25 structures with the same formula, charge and spin is 2.527 eV. The value obtained for the orbital gap is 6.01 eV. Its charge is +3.

Question: Number 1 is which compound?
Answer: C13H20NO